(1)
{
  "formula": "C22H16INO2PdS",
  "method": "ωB97M-V/def2-TZVPD",
  "species": ["H", "C", "H", "H", "C", "Pd", "H", "H", "N", "C", "H", "C", "H", "O", "C", "I", "H", "C", "C", "H", "C", "C", "H", "H", "H", "C", "C", "C", "H", "C", "S", "H", "C", "C", "C", "H", "H", "C", "C", "C", "C", "O", "C", "C"],
  "coordinates": [[-2.66310, 2.61042, -6.10023], [1.74849, -1.10720, 3.87056], [-1.40093, -1.92192, -1.04566], [-3.28334, 1.71857, 0.27211], [-3.29826, 0.63930, 0.17441], [2.17002, -0.05134, -0.77304], [-3.32460, -3.21613, -0.17048], [-5.19987, 0.41146, 1.12689], [2.32109, 1.99168, -0.36767], [-4.37572, -1.47930, 0.52565], [-1.91949, -0.57237, -3.33437], [0.82905, -0.65130, 1.68529], [-1.89741, 4.26716, -4.44027], [1.62634, 2.43100, 0.37313], [-1.90500, 0.47987, -3.58847], [4.70991, -0.57606, -0.59228], [-1.11799, 3.50705, -2.21183], [4.20309, -1.27142, 4.15549], [-3.31266, -2.13876, -0.07741], [-5.21463, -2.04829, 0.90277], [-2.32454, 0.91739, -4.82910], [-1.45251, 2.79007, -2.95192], [4.05550, -1.45826, 5.21133], [6.32466, -1.41796, 4.26183], [6.65742, -1.04153, 1.83737], [-1.46718, 1.42966, -2.66876], [5.46290, -1.25164, 3.63094], [-2.23293, -1.42040, -0.57044], [-2.66787, 0.20349, -5.56507], [-2.32066, 2.27920, -5.12908], [-0.93096, 0.96156, -1.06334], [-0.05619, -0.53302, 1.07927], [-2.25124, -0.04023, -0.43605], [-4.37124, -0.09542, 0.65206], [3.24521, -0.80044, 1.96026], [-0.34023, -0.98386, 3.45892], [1.61862, -1.30642, 4.92642], [5.65756, -1.02943, 2.25088], [3.06010, -1.05754, 3.34443], [4.56280, -0.81346, 1.47349], [2.08909, -0.56960, 1.17664], [0.21341, -0.07390, -1.29831], [-1.89101, 3.21330, -4.19936], [0.66432, -0.92397, 3.06300]],
  "mulliken_charge": [0.417, -0.899, 0.452, 0.438, -0.530, -0.350, 0.427, 0.434, 0.352, -0.477, 0.401, 0.091, 0.416, 0.042, -0.237, 0.411, 0.394, -0.889, -0.827, 0.440, -0.721, -0.389, 0.442, 0.427, 0.419, 0.817, -0.665, 0.061, 0.419, -0.423, 0.221, 0.346, 0.454, -0.665, 1.016, 0.464, 0.443, -0.453, 0.828, 0.470, 0.143, -0.621, -0.685, -0.856],
  "spin_multiplicity": 1,
  "charge": 2,
  "orbital_gap_ev": [5.71, 5.69],
  "lumo_ev": [-8.872, -8.888]
}

(2)
{
  "formula": "C22H16MnNOPS5",
  "method": "ωB97M-V/def2-TZVPD",
  "species": ["C", "S", "H", "H", "C", "H", "C", "C", "C", "O", "C", "S", "S", "H", "C", "H", "C", "H", "C", "H", "C", "C", "P", "C", "C", "H", "H", "C", "S", "C", "H", "H", "C", "C", "C", "H", "S", "C", "N", "H", "C", "H", "C", "H", "H", "C", "Mn"],
  "coordinates": [[1.87857, -3.87526, -1.21052], [1.70225, -5.61416, -1.21081], [-3.39464, 2.03070, -3.31474], [-3.21334, -1.01358, 3.53920], [-1.51607, 0.26424, -1.12086], [3.63696, 2.68587, -0.16490], [2.78695, 2.02802, 0.00402], [0.52231, 4.79145, 0.99403], [2.37715, -5.91754, -2.77422], [4.38908, 0.57617, -0.29743], [1.50117, 2.67936, 0.30993], [2.86523, -4.46332, -3.57169], [2.70389, -1.63258, -2.49458], [-1.72920, -1.84023, -0.72783], [-3.04212, 1.18625, -2.73590], [2.59646, 4.50305, 0.56321], [-0.55937, -0.29539, 1.56136], [-4.49246, -0.17023, -3.54156], [-1.96657, 1.34464, -1.87278], [0.64020, 5.84324, 1.22200], [2.41435, -3.33752, -2.30972], [-1.88312, -0.44537, 1.95735], [-0.03755, 0.31638, -0.08443], [0.23385, 2.08076, 0.34860], [1.61797, 4.03811, 0.61495], [4.49704, -0.38643, -0.23697], [-1.58456, 4.75776, 1.40092], [-0.72149, 4.18675, 1.08423], [2.55053, -7.41595, -3.41944], [-3.65840, -0.04996, -2.86209], [-2.68627, -0.23128, 1.26271], [1.49881, -0.46926, 2.17436], [-1.15981, -1.18459, 4.13033], [-2.11643, -0.98688, -1.27516], [-0.85433, 2.84510, 0.76064], [-1.82674, 2.37287, 0.83121], [1.38822, -2.92815, 0.16256], [-3.19223, -1.13802, -2.13416], [3.04088, 0.78323, -0.01847], [-1.48235, 2.30938, -1.79035], [-2.18002, -0.89132, 3.23895], [-1.39328, -1.54886, 5.12248], [0.16580, -1.02422, 3.74580], [-3.66168, -2.10724, -2.24434], [0.96472, -1.25648, 4.43765], [0.46195, -0.58184, 2.46756], [1.91769, -0.81768, -0.52110]],
  "mulliken_charge": [0.235, -0.087, 0.402, 0.417, 0.297, 0.362, -0.695, -0.698, 0.142, -0.471, 0.529, -0.108, -0.350, 0.509, -0.705, 0.369, 0.457, 0.388, -0.349, 0.408, 0.063, -0.118, 2.046, 0.081, -0.875, 0.330, 0.420, -0.753, -0.268, -0.490, 0.389, 0.330, -0.524, -0.393, -0.116, 0.479, -0.382, -0.709, 0.298, 0.404, -0.750, 0.390, -0.828, 0.404, 0.430, -0.396, -0.508],
  "spin_multiplicity": 2,
  "s_squared": 0.794,
  "orbital_gap_ev": [5.41, 5.50],
  "lumo_ev": [-1.347, -1.262]
}

(3)
{
  "formula": "C22H16MoN3O3",
  "method": "ωB97M-V/def2-TZVPD",
  "species": ["C", "C", "H", "C", "H", "N", "Mo", "C", "H", "C", "C", "O", "C", "C", "C", "H", "H", "C", "H", "C", "H", "C", "H", "C", "H", "C", "H", "N", "C", "H", "H", "N", "H", "H", "C", "O", "C", "C", "C", "C", "O", "C", "H", "H", "C"],
  "coordinates": [[0.66079, 0.50846, 6.16286], [-4.80046, 1.89910, -1.47699], [4.20529, -4.38243, -3.51179], [2.99166, -1.87816, -1.58986], [-1.46958, -1.21581, -3.00752], [-0.34852, -0.53614, -1.47152], [0.16503, 0.63240, 0.19077], [1.74955, -1.15552, -1.33087], [1.47011, 2.14644, 4.22646], [-0.57493, -0.95018, 2.96871], [3.00954, -2.90514, -2.53523], [-1.42152, 1.49274, -0.20676], [-3.65050, 2.13932, -0.73272], [-4.84976, 0.89684, -2.43554], [-0.32261, -0.76481, 4.31122], [-3.05937, 4.97917, 0.64188], [-5.75644, 0.74086, -3.00237], [5.34352, -3.24926, -2.08706], [-3.75747, -0.66410, -3.42472], [-2.57484, 0.31469, -1.92402], [-1.82561, 3.72949, 0.90628], [0.41309, 0.34929, 4.75458], [-1.13790, -1.80701, 2.62524], [0.90627, 1.29659, 3.86959], [6.26262, -3.78545, -2.28237], [-3.73809, 0.11328, -2.67221], [4.13106, -0.74427, -0.16459], [0.85921, 0.63590, 7.28611], [0.63577, 1.09368, 2.51998], [1.02782, 1.85846, 1.80583], [-0.68445, -1.47462, 5.04270], [0.65157, -1.38476, -1.95172], [6.22823, -1.96986, -0.60998], [-5.65787, 2.53050, -1.28497], [-2.62803, 4.06281, 0.24941], [-3.69228, 3.10614, 0.21175], [-2.54066, 1.32632, -0.95589], [4.15115, -1.54095, -0.89494], [5.32614, -2.22942, -1.14670], [-0.08288, -0.00147, 2.07553], [1.76962, -0.18821, -0.38070], [-1.43630, -0.52759, -2.16826], [2.10283, -3.15768, -3.06697], [-2.23709, 4.24683, -0.75253], [4.18630, -3.58647, -2.78012]],
  "mulliken_charge": [-0.149, -0.432, 0.402, 0.527, 0.452, 0.156, 0.628, 0.754, 0.472, -0.666, -0.367, -0.825, 0.349, -0.756, -0.398, 0.314, 0.414, -0.376, 0.414, 0.559, 0.164, 0.511, 0.477, -0.597, 0.403, -0.965, 0.383, -0.386, 0.443, 0.687, 0.479, -0.928, 0.408, 0.467, -0.692, -0.489, 0.672, -0.335, -0.671, 0.124, -0.837, 0.068, 0.426, 0.344, -0.626],
  "spin_multiplicity": 1,
  "charge": 1,
  "orbital_gap_ev": [6.77, 6.77],
  "lumo_ev": [-4.959, -4.960]
}

(4)
{
  "formula": "C22H16N8OS",
  "method": "ωB97M-V/def2-TZVPD",
  "species": ["N", "C", "H", "C", "C", "C", "H", "C", "C", "C", "N", "C", "H", "C", "H", "H", "N", "H", "O", "C", "C", "H", "C", "C", "C", "H", "S", "H", "H", "N", "C", "C", "N", "C", "H", "C", "C", "C", "N", "H", "H", "N", "H", "C", "H", "N", "H", "C"],
  "coordinates": [[-1.57982, -1.06174, 1.85176], [3.38417, -0.87472, 2.97654], [-0.39185, 2.59490, -7.60026], [0.82675, 0.85018, -0.45416], [-3.77835, 0.57530, 4.12639], [-0.67851, 2.97316, -5.52790], [-2.20576, 3.35610, 2.73537], [-3.36891, 2.04852, 3.88469], [-0.33785, 0.13909, -5.21382], [-3.27185, -0.42177, 3.30494], [0.98584, -3.33591, 1.62502], [-0.27488, 1.09606, -4.07853], [3.64944, -0.48846, 3.98950], [3.94489, -0.46416, 1.77142], [-0.91766, 4.00665, -5.72979], [1.91320, -1.88926, 3.90246], [-0.30420, -4.93932, 1.98942], [-0.74113, 3.00325, -3.40640], [-0.17930, 2.63668, 1.56777], [-0.63855, 2.38985, -4.26303], [-0.13409, -3.33672, 0.80793], [-0.25497, 0.09755, -7.36324], [-0.32321, 0.71846, -6.47093], [-0.48819, 2.17281, -6.62779], [-2.14662, -0.02112, 2.44563], [-3.48159, -1.43937, 3.11627], [-0.36801, -2.15505, -0.38258], [-4.46434, 0.44742, 4.93785], [-0.04150, -0.88296, -5.21922], [0.82605, -4.39583, 2.41985], [-0.76866, -0.78645, 0.78423], [2.02025, -2.39591, 1.65707], [-1.90436, 1.31186, 2.18331], [2.39107, -1.82441, 2.92266], [4.69196, 0.40248, 1.82595], [-2.45217, 2.37517, 2.95427], [3.72092, -1.10504, 0.57530], [2.67809, -1.96071, 0.52776], [-0.93508, -4.25155, 1.02157], [1.39956, -0.05835, -0.61582], [1.68627, 1.47131, -0.08713], [0.11140, 0.59105, -2.80235], [2.42364, -2.42653, -0.44459], [-0.78382, 1.57191, 1.38093], [-3.73670, 2.86482, 4.48189], [0.15926, 1.27531, -1.68737], [4.36444, -0.97251, -0.32521], [-0.22527, 0.51794, 0.53232]],
  "mulliken_charge": [-0.442, -0.546, 0.383, -1.134, -0.506, -0.530, 0.472, -0.400, -0.605, -0.531, 0.685, 0.134, 0.343, -0.247, 0.348, 0.345, -0.537, 0.467, -0.655, -0.064, 0.431, 0.349, -0.291, -0.354, 0.579, 0.493, -0.224, 0.426, 0.358, -0.397, 0.816, 0.078, 0.080, -0.304, 0.292, -0.470, -0.484, 0.020, -0.267, 0.548, 0.332, -0.271, 0.433, 0.186, 0.383, -0.019, 0.322, -0.022],
  "spin_multiplicity": 1,
  "smiles": "O=c1c(C/N=N/c2ccccc2)c(Sc2nnnn2-c2ccccc2)nc2ccccn12",
  "orbital_gap_ev": 7.73,
  "lumo_ev": -0.543
}

(5)
{
  "formula": "C22H16PRuSe2Te2",
  "method": "ωB97M-V/def2-TZVPD",
  "species": ["C", "P", "H", "C", "H", "Te", "C", "H", "H", "C", "C", "H", "Te", "C", "C", "C", "H", "C", "C", "Se", "H", "C", "H", "C", "C", "H", "H", "C", "C", "H", "C", "H", "Se", "H", "C", "C", "H", "H", "C", "C", "Ru", "C", "H", "C"],
  "coordinates": [[0.95128, -0.26220, -2.84887], [2.49184, 0.05594, -0.59769], [0.10180, 5.61798, -0.97965], [0.24694, 1.73958, -0.33315], [7.06663, -1.80340, -0.72331], [-0.94581, -2.70896, -0.27118], [2.63155, 1.78654, -0.97125], [0.05406, -2.93009, -4.72611], [-0.47447, -0.54493, -4.43504], [6.43442, -1.24908, 1.24888], [1.35525, 3.85020, -1.02625], [3.41643, 0.04517, 2.04995], [0.78145, -1.99806, 1.87098], [2.53756, 4.49826, -1.47035], [1.39703, 2.47134, -0.78124], [5.06401, -1.04836, -0.71541], [0.74677, 0.79794, -2.74936], [3.76866, 2.43121, -1.38037], [0.56848, -2.35119, -3.97064], [-0.23976, 0.16464, 2.17823], [2.92645, -2.72487, -1.56792], [6.26362, -1.40583, -0.11819], [2.49979, 5.56364, -1.66038], [4.03147, -0.53759, 0.06883], [5.41300, -0.73048, 2.03510], [4.70382, 1.89640, -1.49022], [4.60091, 4.33576, -1.97757], [0.14233, 4.55250, -0.79558], [3.71239, 3.81736, -1.64630], [5.55661, -0.60301, 3.09880], [-0.94770, 3.87407, -0.33633], [4.93743, -1.16433, -1.78501], [-2.18932, -0.70344, -0.26256], [-1.79475, 1.98962, 0.24454], [-0.89060, 2.47287, -0.10710], [2.19682, -2.23786, -2.20427], [-1.87392, 4.39957, -0.14856], [7.37440, -1.52820, 1.70568], [1.92500, -0.86062, -2.04164], [1.54236, -2.96460, -3.16882], [0.33337, -0.35575, -0.12541], [4.21254, -0.37523, 1.44502], [1.77451, -4.01192, -3.30654], [0.27193, -1.01532, -3.81054]],
  "mulliken_charge": [0.586, 1.722, 0.415, 0.095, 0.432, 0.179, 0.515, 0.415, 0.448, -0.475, 0.745, 0.391, 0.122, -0.751, 0.178, 0.058, 0.418, -0.475, -0.426, -0.178, 0.504, -0.775, 0.412, 0.424, -0.794, 0.524, 0.431, -0.832, -0.929, 0.431, -1.083, 0.479, -0.173, 0.277, -0.022, -0.935, 0.430, 0.403, 0.009, -0.836, -0.337, -0.511, 0.435, -0.948],
  "spin_multiplicity": 1,
  "charge": 1,
  "orbital_gap_ev": 5.82,
  "lumo_ev": -5.019
}

In the order shown, the computed molar mass values come out to 591.766; 556.623; 466.328; 440.492; 825.534 g/mol.